{"formula": "C3H3N3O", "method": "wB97M-V/def2-TZVPD", "molar_mass_da": 97.077, "multiplicity": 1, "energy_ha": -355.4866, "orbital_gap_ev": 9.0480, "smiles": "ON=C1N=CC=N1", "elements": ["C", "C", "C", "H", "H", "H", "N", "N", "N", "O"], "positions_angstrom": [[0.67678, 0.22878, 0.04832], [-1.05040, -0.92744, -0.57111], [-0.86354, 0.20299, -1.47960], [1.96544, 0.52178, 2.66709], [-1.89393, -1.63683, -0.57146], [-1.64304, 0.60159, -2.34147], [1.54667, 0.74091, 0.79944], [-0.18160, -0.76370, 0.38671], [0.09275, 0.91612, -1.09712], [1.35088, 0.11581, 2.15921]], "forces_ev_per_angstrom": [[-2.68, 1.28, -1.25], [0.53, 0.47, 1.65], [-3.08, 1.24, -2.71], [3.37, 2.27, 2.22], [0.79, 0.23, 0.16], [2.26, -1.28, 2.26], [0.06, -0.34, 3.31], [-1.82, -3.95, 0.27], [3.01, 1.34, -0.74], [-2.44, -1.26, -5.16]]}

***

{"formula": "C3H3N3O", "method": "wB97M-V/def2-TZVPD", "molar_mass_da": 97.077, "multiplicity": 1, "energy_ha": -355.5298, "orbital_gap_ev": 9.0980, "smiles": "O/C=C1/C=NN=N1", "elements": ["C", "C", "C", "H", "H", "H", "N", "N", "N", "O"], "positions_angstrom": [[1.00811, -0.15439, 0.92684], [-0.05320, -0.16310, 0.07330], [-0.30486, -0.78792, -1.16737], [0.21106, 1.25429, 1.79206], [1.81752, -0.91047, 0.99762], [0.04424, -1.68423, -1.76890], [-1.18438, -0.11323, -1.90924], [-1.54729, 0.94935, -1.03995], [-0.97495, 0.88970, 0.14400], [0.98374, 0.71999, 1.95164]], "forces_ev_per_angstrom": [[-0.62, -0.31, 1.87], [0.00, -0.03, -0.31], [-0.25, -1.54, -4.00], [-1.01, 0.91, 0.02], [-0.53, 0.83, -0.37], [0.25, 1.01, 1.67], [1.17, 0.45, 3.52], [-0.11, 0.09, 1.82], [-0.34, 0.14, -3.15], [1.44, -1.55, -1.07]]}

***

{"formula": "C3H3N3O", "method": "wB97M-V/def2-TZVPD", "molar_mass_da": 97.077, "multiplicity": 1, "energy_ha": -355.4765, "orbital_gap_ev": 8.4893, "smiles": "[H]/N=N/C=C\\N=C=O", "elements": ["O", "C", "N", "N", "C", "C", "N", "H", "H", "H"], "positions_angstrom": [[-1.73050, 1.28465, 0.03577], [-1.27442, 0.62734, 0.91146], [-0.55692, 0.59168, -1.39662], [0.01939, -0.49874, -1.21476], [0.97797, -0.68391, -0.24006], [0.86553, -0.26378, 1.05021], [-0.28057, 0.31621, 1.55135], [-1.42202, 0.40408, -1.93998], [1.73104, -1.40856, -0.53282], [1.67049, -0.36897, 1.77545]], "forces_ev_per_angstrom": [[-3.09, -0.28, 2.85], [1.74, 1.90, -1.11], [2.12, -0.67, -1.61], [-1.23, -0.90, 0.04], [0.57, 0.40, 0.19], [0.21, -0.35, -0.62], [-0.84, -0.06, 0.55], [0.60, 0.05, -0.16], [0.24, 0.38, 0.10], [-0.32, -0.47, -0.21]]}

***

{"formula": "C3H3N3O", "method": "wB97M-V/def2-TZVPD", "molar_mass_da": 97.077, "multiplicity": 1, "energy_ha": -355.5872, "orbital_gap_ev": 9.8585, "smiles": "N=C=CC=O.N#N", "elements": ["N", "C", "N", "N", "O", "C", "C", "H", "H", "H"], "positions_angstrom": [[-1.82884, -0.97674, 1.74072], [-1.09434, -0.47855, 0.90519], [0.37688, 0.73559, -2.54288], [1.39326, 0.61732, -2.13593], [1.77987, -0.51947, 0.71346], [1.08447, 0.38682, 0.32043], [-0.36526, 0.21561, 0.05756], [-2.04365, -1.96454, 1.62729], [1.49542, 1.41257, 0.18853], [-0.79781, 0.57139, -0.87438]], "forces_ev_per_angstrom": [[0.30, 0.27, -0.54], [-0.51, -0.17, 0.18], [1.96, -0.10, 0.05], [-1.42, 0.25, -1.49], [0.01, 0.42, 0.10], [0.06, -0.39, 0.64], [-0.18, -0.09, 0.18], [0.16, -0.04, 0.12], [-0.12, -0.30, -0.05], [-0.27, 0.15, 0.81]]}

***

{"formula": "C3H3N3O", "method": "wB97M-V/def2-TZVPD", "molar_mass_da": 97.077, "multiplicity": 1, "energy_ha": -355.5376, "orbital_gap_ev": 8.0061, "smiles": "NC1=NN=CC1=O", "elements": ["C", "C", "N", "C", "N", "N", "O", "H", "H", "H"], "positions_angstrom": [[-0.04533, 0.58637, -0.04326], [-0.00860, -0.75235, 0.61517], [-0.51389, 1.66632, 0.58874], [0.30718, -1.68632, -0.79342], [0.21467, 0.49739, -1.34132], [0.52456, -0.77015, -1.64179], [-0.01000, -1.10193, 1.75634], [-0.38140, 1.75316, 1.59118], [-0.92277, 2.43177, 0.07095], [0.83558, -2.62427, -0.80259]], "forces_ev_per_angstrom": [[0.16, 0.30, -1.78], [0.82, -2.82, -1.36], [-0.03, 0.19, 0.38], [-0.25, 2.90, 2.61], [-1.54, 2.14, 2.67], [1.25, -2.83, -1.67], [-0.15, 0.63, -0.39], [-0.23, -0.06, -0.42], [0.33, -0.10, 0.09], [-0.35, -0.35, -0.13]]}

***

{"formula": "C3H3N3O", "method": "wB97M-V/def2-TZVPD", "molar_mass_da": 97.077, "multiplicity": 1, "energy_ha": -355.5648, "orbital_gap_ev": 10.0420, "smiles": "Oc1cnncn1", "elements": ["O", "C", "C", "N", "N", "C", "N", "H", "H", "H"], "positions_angstrom": [[2.01658, -0.38270, 0.36453], [0.84687, -0.06920, -0.20529], [0.33598, 1.25220, -0.18596], [-0.90067, 1.35070, 0.24498], [-1.69406, 0.28841, 0.37239], [-1.25694, -0.81744, -0.21080], [0.02760, -1.05804, -0.46992], [1.74076, -1.14144, 0.90815], [0.87305, 2.17070, -0.40748], [-1.98918, -1.59317, -0.41061]], "forces_ev_per_angstrom": [[0.14, 0.00, -0.11], [-0.48, 0.02, 0.23], [-0.15, -0.06, 0.11], [-0.08, 0.12, -0.32], [-0.20, 0.13, -0.53], [-0.24, 0.13, 0.05], [-0.03, 0.18, 0.46], [0.82, -0.25, -0.25], [0.07, -0.27, 0.28], [0.14, 0.00, 0.07]]}

***

{"formula": "C3H3N3O", "method": "wB97M-V/def2-TZVPD", "molar_mass_da": 97.077, "multiplicity": 1, "energy_ha": -355.4625, "orbital_gap_ev": 8.7695, "smiles": "C1=NC=NOC=N1", "elements": ["C", "C", "C", "H", "H", "H", "N", "N", "N", "O"], "positions_angstrom": [[-0.47273, 1.36322, -0.49855], [-1.23278, -0.73577, 0.16115], [0.95118, -1.09046, 0.33943], [-0.65416, 2.13518, -1.18802], [-2.20469, -1.22984, 0.57606], [1.82269, -1.91455, 0.05714], [-1.26234, 0.38265, -0.56337], [-0.20906, -1.36687, 0.83398], [1.41867, 0.00277, -0.28499], [0.74141, 1.33217, 0.08041]], "forces_ev_per_angstrom": [[2.79, -1.71, -0.46], [0.52, -2.44, 5.05], [6.00, 2.23, -4.28], [-0.21, 1.71, -0.26], [1.30, 1.31, -1.59], [-2.47, 1.68, 1.05], [-2.11, -1.00, -0.44], [-4.60, 0.34, -1.00], [-0.21, -1.36, 1.76], [-1.02, -0.76, 0.19]]}

***

{"formula": "C3H3N3O", "method": "wB97M-V/def2-TZVPD", "molar_mass_da": 97.077, "multiplicity": 1, "energy_ha": -355.6115, "orbital_gap_ev": 10.1539, "smiles": "N=C=CC=O.N#N", "elements": ["N", "C", "N", "N", "O", "C", "C", "H", "H", "H"], "positions_angstrom": [[-0.61650, -0.00561, 2.19569], [-0.76977, -0.15652, 1.00328], [2.21926, -0.74125, 0.22312], [2.63640, -0.52473, -0.77341], [0.24336, 1.68767, -0.85633], [-0.48575, 0.77905, -1.19923], [-1.03166, -0.23701, -0.29528], [0.21665, -0.39380, 2.63096], [-0.78338, 0.65261, -2.25962], [-1.62860, -1.06042, -0.66920]], "forces_ev_per_angstrom": [[-0.05, -0.09, -0.80], [0.00, 0.06, 0.53], [0.78, 0.38, -1.73], [-0.70, -0.39, 1.76], [-0.28, -0.32, -0.17], [0.15, 0.20, 0.11], [0.01, 0.02, 0.15], [-0.02, -0.01, -0.01], [0.05, 0.06, 0.12], [0.06, 0.10, 0.05]]}

***

Computed ΔE to the lowest compared entry with this formula, charge and spin (kcal per mole) in order:
96.19 69.10 102.54 33.03 64.20 47.13 111.30 17.82